Record 1
# C30H55N5O15

A 10-piece molecular cluster, C30H55N5O15 overall in a non-equilibrium geometry (ωB97M-V with the def2-TZVPD basis set, the Open Molecules 2025 dataset).

Properties
- SMILES string = CCOC(=O)OC.CCOC(=O)OC.CCOC(=O)OC.CCOC(=O)OC.CCOC(=O)OC.CC#N.CC#N.CC#N.CC#N.CC#N
- electronic energy (eV) = -70162.703
- Kohn-Sham gap (eV) = 10.755

The geometry in ORCA input format:
```
! wB97M-V def2-TZVPD RIJCOSX def2/J DEFGRID3
* xyz 0 1
C 2.244 -2.768 2.942
C 0.713 -2.835 2.764
O 0.379 -4.244 2.770
C -0.893 -4.494 2.700
O -1.774 -3.677 2.890
O -1.093 -5.754 2.522
C -2.408 -6.242 2.463
H 2.477 -3.348 3.823
H 2.523 -1.756 3.095
H 2.885 -3.203 2.054
H 0.256 -2.333 1.867
H 0.165 -2.317 3.569
H -2.420 -7.288 2.165
H -3.097 -5.777 1.730
H -2.829 -6.073 3.487
C -1.504 -5.524 -0.919
C -1.478 -4.037 -0.954
O -2.678 -3.419 -1.538
C -2.709 -3.486 -2.853
O -1.964 -4.096 -3.573
O -3.711 -2.759 -3.335
C -3.588 -2.532 -4.811
H -1.394 -5.965 -1.923
H -2.303 -5.916 -0.333
H -0.590 -5.813 -0.391
H -0.616 -3.600 -1.476
H -1.507 -3.687 0.074
H -4.384 -1.838 -5.006
H -3.593 -3.474 -5.356
H -2.614 -2.058 -5.091
C 6.627 5.339 -0.819
C 5.853 4.170 -1.356
O 4.452 4.530 -1.483
C 4.288 5.534 -2.322
O 5.003 5.800 -3.268
O 3.164 6.159 -1.992
C 2.527 7.125 -2.895
H 7.571 5.054 -0.249
H 6.079 5.807 0.076
H 6.886 6.076 -1.628
H 6.037 3.283 -0.727
H 6.191 3.878 -2.350
H 2.897 8.104 -2.465
H 1.478 7.034 -2.688
H 2.779 7.002 -3.940
C -2.867 3.839 -0.364
C -2.558 3.409 -1.771
O -1.116 3.397 -1.960
C -0.463 4.547 -1.956
O -0.928 5.655 -2.112
O 0.866 4.397 -1.781
C 1.509 3.107 -1.610
H -2.675 3.062 0.404
H -3.886 4.080 -0.388
H -2.314 4.691 -0.028
H -2.909 4.132 -2.503
H -2.856 2.429 -2.138
H 2.586 3.293 -1.523
H 1.386 2.366 -2.368
H 1.202 2.735 -0.672
C -5.067 -2.274 3.373
C -5.084 -0.716 3.510
O -3.930 -0.054 3.030
C -3.727 0.058 1.655
O -2.743 0.626 1.291
O -4.778 -0.374 0.960
C -4.645 -0.297 -0.467
H -4.747 -2.608 2.358
H -6.080 -2.590 3.511
H -4.489 -2.786 4.122
H -5.151 -0.380 4.576
H -6.028 -0.322 2.960
H -4.137 -1.188 -0.865
H -4.108 0.587 -0.628
H -5.609 -0.322 -0.916
C -1.024 0.730 4.135
C 0.393 0.778 4.432
N 1.540 0.942 4.464
H -1.337 -0.296 3.798
H -1.260 1.440 3.369
H -1.551 1.131 4.978
C 1.128 -2.757 -3.948
C 0.228 -1.681 -4.147
N -0.511 -0.830 -4.364
H 0.852 -3.204 -2.982
H 2.140 -2.324 -3.915
H 0.934 -3.538 -4.767
C 4.614 2.192 4.091
C 5.144 1.951 2.766
N 5.398 1.827 1.664
H 5.341 2.586 4.775
H 4.072 1.298 4.459
H 3.789 2.946 4.076
C 4.109 -1.363 -0.227
C 2.808 -2.014 -0.455
N 1.818 -2.509 -0.649
H 4.338 -0.663 -1.003
H 4.840 -2.173 -0.227
H 4.154 -0.861 0.705
C -0.331 -0.161 -1.124
C 0.254 -0.009 0.256
N 0.611 0.173 1.329
H -1.136 0.517 -1.229
H -0.754 -1.184 -1.298
H 0.416 -0.024 -1.915
*
```

=====

Record 2
# C30H56BNO10

A 8-piece molecular cluster, C30H56BNO10 overall in a non-equilibrium geometry (ωB97M-V with the def2-TZVPD basis set, the Open Molecules 2025 dataset).

Properties
- SMILES string = OCCOCOCBc1ccncc1.CC(C)=O.CC(C)=O.CC(C)=O.CC(C)=O.CC(C)=O.CC(C)=O.CC(C)=O
- electronic energy (eV) = -54657.621
- Kohn-Sham gap (eV) = 8.612

The geometry in ORCA input format:
```
! wB97M-V def2-TZVPD RIJCOSX def2/J DEFGRID3
* xyz 0 1
O -0.702 1.752 -1.717
C 0.242 0.867 -1.155
C -0.414 -0.202 -0.274
O -1.488 0.429 0.399
C -2.199 -0.414 1.258
O -1.393 -1.329 1.932
C -0.991 -0.882 3.236
B 0.553 -0.460 3.214
C 1.052 1.003 3.022
C 2.400 1.336 3.169
C 2.821 2.627 2.944
N 2.052 3.670 2.610
C 0.763 3.329 2.492
C 0.229 2.073 2.660
H -0.523 2.621 -1.355
H 0.892 0.425 -1.912
H 0.886 1.431 -0.484
H 0.371 -0.542 0.404
H -0.796 -1.043 -0.864
H -2.753 0.238 1.935
H -2.946 -0.995 0.699
H -1.625 -0.090 3.647
H -1.093 -1.729 3.919
H 1.369 -1.313 3.299
H 3.116 0.580 3.456
H 3.884 2.836 3.040
H 0.083 4.136 2.236
H -0.828 1.919 2.502
C 0.114 -3.787 0.776
C 0.209 -5.283 0.643
C -1.083 -6.034 0.438
O 1.272 -5.863 0.697
H 1.109 -3.375 0.918
H -0.322 -3.362 -0.129
H -0.500 -3.522 1.635
H -1.560 -5.690 -0.481
H -1.751 -5.865 1.284
H -0.875 -7.099 0.356
C 4.401 -3.097 0.134
C 3.803 -2.941 1.504
C 4.432 -3.716 2.635
O 2.839 -2.227 1.686
H 3.851 -2.485 -0.565
H 5.446 -2.778 0.137
H 4.336 -4.137 -0.180
H 5.474 -3.417 2.757
H 4.382 -4.785 2.424
H 3.894 -3.513 3.559
C 2.073 -2.366 -4.061
C 2.370 -3.464 -3.067
C 1.289 -4.487 -2.850
O 3.424 -3.501 -2.471
H 2.925 -1.692 -4.122
H 1.889 -2.795 -5.047
H 1.196 -1.801 -3.741
H 1.067 -5.003 -3.787
H 0.391 -3.990 -2.481
H 1.617 -5.218 -2.112
C -3.077 -2.645 -3.753
C -2.818 -3.744 -2.762
C -3.928 -4.741 -2.539
O -1.765 -3.826 -2.165
H -2.200 -2.003 -3.819
H -3.281 -3.070 -4.738
H -3.930 -2.043 -3.430
H -4.162 -5.252 -3.474
H -4.819 -4.229 -2.173
H -3.616 -5.479 -1.803
C 2.928 5.434 0.065
C 2.747 3.996 -0.336
C 3.935 3.079 -0.167
O 1.696 3.579 -0.775
H 2.008 5.974 -0.105
H 3.183 5.498 1.122
H 3.721 5.887 -0.534
H 4.231 3.047 0.882
H 4.770 3.436 -0.771
H 3.670 2.074 -0.491
C -6.572 1.485 -2.827
C -6.169 0.060 -2.543
C -6.607 -0.527 -1.224
O -5.520 -0.582 -3.337
H -6.193 1.780 -3.802
H -7.660 1.572 -2.827
H -6.155 2.148 -2.068
H -7.696 -0.525 -1.158
H -6.191 0.054 -0.400
H -6.251 -1.553 -1.148
C 0.563 9.780 1.662
C 0.939 8.334 1.881
C 0.217 7.596 2.982
O 1.781 7.788 1.207
H 1.155 10.187 0.845
H -0.495 9.856 1.405
H 0.760 10.358 2.565
H -0.855 7.580 2.781
H 0.400 8.083 3.941
H 0.585 6.573 3.031
*
```

=====

Record 3
# C30H57AlCl3Ge2NO6PSSi3

C30H57AlCl3Ge2NO6PSSi3 as an isolated structure (ωB97M-V with the def2-TZVPD basis set, the Open Molecules 2025 dataset).

Properties
- electronic energy (eV) = -246766.144
- Kohn-Sham gap (eV) = 7.804

The geometry in ORCA input format:
```
! wB97M-V def2-TZVPD RIJCOSX def2/J DEFGRID3
* xyz 1 1
Al -1.323 -0.275 -0.694
C 4.060 -0.367 4.549
Si 3.881 1.022 3.307
C 5.397 2.125 3.311
C 2.335 2.015 3.686
Ge 3.597 0.113 1.094
Si 3.802 1.813 -0.607
C 5.682 1.952 -0.567
C 2.977 3.395 -0.025
C 3.221 1.365 -2.321
Si 4.179 -2.218 0.765
C 6.041 -2.249 0.995
C 3.666 -2.771 -0.941
C 3.274 -3.216 2.064
H 4.122 0.054 5.556
H 4.963 -0.958 4.383
H 3.201 -1.040 4.526
H 5.500 2.573 4.302
H 5.330 2.940 2.587
H 6.313 1.567 3.109
H 2.479 2.515 4.648
H 1.459 1.372 3.782
H 2.119 2.788 2.945
H 6.104 2.033 0.437
H 5.990 2.844 -1.118
H 6.140 1.093 -1.062
H 3.244 3.670 0.997
H 1.890 3.309 -0.086
H 3.279 4.217 -0.679
H 3.628 0.414 -2.664
H 3.565 2.138 -3.014
H 2.134 1.321 -2.393
H 6.552 -1.652 0.238
H 6.408 -3.274 0.903
H 6.340 -1.882 1.979
H 4.131 -2.162 -1.718
H 2.583 -2.713 -1.058
H 3.965 -3.809 -1.106
H 3.641 -3.014 3.071
H 3.441 -4.277 1.857
H 2.196 -3.047 2.043
O 1.556 -0.337 1.514
N 0.577 -0.031 0.830
O -0.570 -0.273 1.242
O 0.662 0.440 -0.328
C -2.787 -6.980 -4.369
C -2.442 -5.950 -3.335
C -2.937 -4.651 -3.443
C -2.607 -3.683 -2.515
C -1.784 -4.029 -1.452
C -1.286 -5.316 -1.309
C -1.616 -6.266 -2.259
S -1.319 -2.837 -0.270
O -2.401 -1.758 -0.303
O -1.134 -3.451 1.000
O -0.161 -2.020 -0.754
H -2.194 -6.823 -5.272
H -3.838 -6.917 -4.651
H -2.588 -7.988 -4.009
H -3.584 -4.394 -4.272
H -2.983 -2.675 -2.613
H -0.665 -5.570 -0.462
H -1.237 -7.275 -2.159
Cl 1.203 -0.036 -5.454
Ge 1.184 -1.326 -3.666
Cl -1.325 -0.168 -2.882
Cl 0.288 -3.142 -4.523
C -5.421 2.493 -0.553
C -4.337 1.619 -1.193
C -4.093 2.073 -2.637
C -4.827 0.166 -1.208
P -2.770 1.639 -0.170
C -3.335 1.451 1.550
C -3.448 0.164 2.074
C -3.949 -0.036 3.353
C -4.334 1.045 4.128
C -4.227 2.332 3.616
C -3.740 2.532 2.336
C -1.797 3.230 -0.343
C -0.957 3.138 -1.626
C -0.842 3.336 0.853
C -2.642 4.508 -0.416
H -6.316 2.430 -1.176
H -5.136 3.542 -0.492
H -5.687 2.143 0.444
H -5.022 1.929 -3.193
H -3.319 1.490 -3.131
H -3.838 3.128 -2.707
H -5.752 0.127 -1.787
H -5.045 -0.203 -0.205
H -4.113 -0.508 -1.682
H -3.156 -0.700 1.496
H -4.030 -1.043 3.740
H -4.717 0.889 5.127
H -4.531 3.181 4.213
H -3.690 3.541 1.956
H -0.243 2.316 -1.595
H -0.389 4.066 -1.727
H -1.563 3.020 -2.523
H -0.200 2.459 0.941
H -1.361 3.472 1.800
H -0.194 4.202 0.694
H -3.289 4.529 -1.290
H -1.959 5.357 -0.499
H -3.256 4.675 0.466
*
```

=====

Record 4
# C30H57N4O4P2PdSe2Si

C30H57N4O4P2PdSe2Si as an isolated structure (ωB97M-V with the def2-TZVPD basis set, the Open Molecules 2025 dataset).

Properties
- electronic energy (eV) = -206808.611
- Kohn-Sham gap (spin up / spin down) (eV) = 7.807 / 6.959
- expectation value of S² = 6.07

The geometry in ORCA input format:
```
! wB97M-V def2-TZVPD RIJCOSX def2/J DEFGRID3
* xyz 1 5
Pd -0.562 0.408 -0.022
C -2.571 0.828 2.943
Se -2.680 1.433 1.106
C -1.847 3.180 1.371
C -1.699 3.935 0.059
Se -0.865 2.898 -1.393
C -2.513 2.532 -2.362
H -1.569 1.020 3.318
H -2.748 -0.244 2.926
H -3.321 1.345 3.536
H -0.878 2.986 1.827
H -2.464 3.746 2.069
H -1.078 4.817 0.210
H -2.662 4.265 -0.327
H -3.212 1.995 -1.725
H -2.263 1.916 -3.220
H -2.942 3.475 -2.691
N 0.667 1.159 1.808
C 1.422 0.982 2.863
C 2.399 1.941 3.267
C 3.189 1.682 4.361
C 3.044 0.490 5.077
C 2.095 -0.460 4.691
C 1.288 -0.240 3.601
H 2.501 2.855 2.698
H 3.929 2.408 4.671
H 3.674 0.302 5.935
H 1.998 -1.381 5.251
H 0.563 -0.964 3.253
O 1.378 0.370 -1.223
P 2.788 0.059 -0.800
N 3.471 1.466 -0.268
C 2.716 2.735 -0.280
C 3.776 3.788 0.026
C 5.034 3.200 -0.610
C 4.918 1.722 -0.252
N 2.929 -1.078 0.363
C 3.965 -1.083 1.412
C 4.074 -2.553 1.814
C 2.677 -3.100 1.520
C 2.307 -2.411 0.215
N 3.668 -0.486 -2.079
C 3.771 0.322 -3.302
C 4.670 -0.513 -4.210
C 5.591 -1.218 -3.216
C 4.643 -1.587 -2.079
H 1.902 2.716 0.449
H 2.267 2.909 -1.263
H 3.922 3.885 1.105
H 3.509 4.767 -0.367
H 5.957 3.647 -0.243
H 4.999 3.330 -1.694
H 5.337 1.536 0.742
H 5.436 1.070 -0.961
H 3.647 -0.476 2.261
H 4.915 -0.679 1.060
H 4.383 -2.671 2.852
H 4.807 -3.062 1.184
H 1.966 -2.809 2.299
H 2.656 -4.185 1.433
H 1.234 -2.320 0.093
H 2.711 -2.948 -0.651
H 4.229 1.296 -3.087
H 2.784 0.506 -3.731
H 5.203 0.094 -4.940
H 4.073 -1.250 -4.751
H 6.356 -0.525 -2.857
H 6.094 -2.088 -3.635
H 5.154 -1.671 -1.119
H 4.151 -2.543 -2.282
C -0.180 0.150 -3.991
O -1.398 -0.354 -3.416
P -1.335 -0.912 -1.900
O -2.750 -1.640 -1.857
C -3.792 -1.294 -0.939
O -0.309 -2.122 -1.995
C -0.592 -3.275 -2.806
H -0.427 0.487 -4.994
H 0.574 -0.636 -4.037
H 0.220 0.976 -3.400
H -4.609 -1.984 -1.134
H -4.138 -0.274 -1.109
H -3.443 -1.423 0.086
H 0.335 -3.837 -2.875
H -0.922 -2.979 -3.802
H -1.362 -3.880 -2.330
C -3.152 -4.713 1.530
Si -1.881 -3.845 2.591
C -2.658 -3.261 4.191
C -0.447 -4.987 2.954
C -1.273 -2.372 1.680
C -0.880 -1.393 1.062
H -3.562 -5.586 2.044
H -2.708 -5.053 0.592
H -3.983 -4.047 1.288
H -3.010 -4.104 4.789
H -3.514 -2.609 4.002
H -1.938 -2.703 4.795
H -0.785 -5.888 3.470
H 0.293 -4.494 3.589
H 0.052 -5.292 2.032
*
```

=====

Energy relative to the best compared isomer or geometry (same formula, charge and spin) in eV, matching the order above: 1.4201; 0.0000; 0.0000; 0.1989